A) Here is an isolated ion of composition C4H11N2S and charge -1 from OMol25. Energies are from ωB97M-V with the def2-TZVPD basis set.

Values from the calculation:
SMILES ... C[C@H](C[S-])NCN
Multiplicity ... 1
Kohn-Sham gap ... 6.29 eV
Lowest unoccupied orbital energy ... 3.89 eV
Total charge ... -1

Element x y z (Å)
S 2.882 0.875 -1.334
N -0.610 -0.725 0.283
N -1.528 0.711 2.041
C -0.754 -0.511 1.719
C 1.716 -0.262 -0.510
C 0.224 0.157 -0.505
C -0.271 0.305 -1.966
H 1.824 -1.173 -1.099
H 0.485 0.819 -2.548
H -0.920 1.504 1.799
H -2.243 0.780 1.316
H 0.241 1.156 -0.039
H 2.038 -0.183 0.532
H -0.396 -0.752 -2.230
H -1.269 0.721 -2.034
H -0.198 -1.657 0.231
H -1.374 -1.353 2.026
H 0.153 -0.413 2.319



B) Here is an isolated ion of composition C4H11N2S and charge -1 from OMol25. Energies are from ωB97M-V with the def2-TZVPD basis set.

Values from the calculation:
SMILES ... NCNCCC[S-]
Multiplicity ... 1
Kohn-Sham gap ... 6.83 eV
Lowest unoccupied orbital energy ... 4.10 eV
Total charge ... -1

Element x y z (Å)
S -2.829 0.021 0.472
N 0.015 1.059 1.727
N 1.712 0.064 0.197
C -0.354 -1.360 -0.520
C -1.656 -0.605 -0.863
C 0.926 -0.580 -0.881
C 1.111 1.301 0.784
H -0.195 2.050 2.122
H 0.593 0.131 -1.663
H 1.961 1.894 1.201
H -2.251 -1.267 -1.467
H -1.414 0.307 -1.488
H 1.812 -0.506 1.031
H -1.025 0.790 1.251
H 0.664 1.949 0.099
H -0.356 -1.699 0.518
H -0.336 -2.268 -1.144
H 1.623 -1.282 -1.376



C) Here is C4H11N2S as an isolated structure from OMol25. Energies are from ωB97M-V with the def2-TZVPD basis set.

Values from the calculation:
Multiplicity ... 1
Kohn-Sham gap ... 6.20 eV
Lowest unoccupied orbital energy ... 3.58 eV
Total charge ... -1

Element x y z (Å)
S -1.883 -3.054 -0.186
N 1.781 3.114 0.358
N 1.039 -0.608 -0.100
C 1.598 1.813 0.007
C 0.297 -0.633 -1.331
C 0.784 0.712 0.580
C -2.414 -1.588 0.712
H -3.372 -1.765 1.341
H 0.038 0.369 -1.788
H -1.689 -1.307 1.496
H 1.066 -1.018 -2.006
H -0.589 -1.164 -1.200
H 2.088 1.465 -0.897
H 2.146 3.267 1.270
H 0.344 0.963 1.553
H 0.969 -1.375 0.584
H -2.505 -0.724 0.024
H 0.301 1.534 -0.415



A) is the most stable structure; the next one sits 0.686 eV above it.



A) Here is a 2-piece molecular cluster, C4H11N2S overall from OMol25. Energies are from ωB97M-V with the def2-TZVPD basis set.

Values from the calculation:
Multiplicity ... 1
Kohn-Sham gap ... 6.84 eV
Lowest unoccupied orbital energy ... 3.88 eV
Total charge ... -1

Element x y z (Å)
S 1.698 0.760 1.743
N 0.231 1.146 -0.905
N -2.126 1.429 -1.142
C 1.936 -0.942 2.239
C -1.063 1.194 -0.432
C -2.185 0.940 -2.519
C 1.006 -1.929 1.537
H -2.889 1.585 -3.115
H 2.984 -1.264 2.026
H -2.600 -0.102 -2.539
H 1.782 -0.990 3.324
H 1.105 -1.821 0.437
H 0.932 1.064 -0.119
H 1.225 -2.996 1.825
H -1.199 0.918 -3.041
H 0.376 1.652 -1.767
H -0.060 -1.722 1.810
H -1.155 1.079 0.640



B) Here is an isolated ion of composition C4H11N2S and charge -1 from OMol25. Energies are from ωB97M-V with the def2-TZVPD basis set.

Values from the calculation:
SMILES ... NCCNCC[S-]
Multiplicity ... 1
Kohn-Sham gap ... 5.64 eV
Lowest unoccupied orbital energy ... 3.38 eV
Total charge ... -1

Element x y z (Å)
S 0.569 2.275 2.594
N -0.094 -2.778 -2.548
N 0.150 -0.466 -0.433
C -0.507 -1.371 -2.631
C -0.994 -0.869 -1.283
C 0.715 0.646 1.784
C -0.184 0.561 0.567
H 0.361 -0.739 -2.863
H -1.230 0.402 0.882
H 0.237 -3.084 -3.448
H 0.547 -2.947 -1.791
H -1.559 -1.630 -0.740
H 0.382 -0.105 2.509
H 0.557 -1.264 -0.054
H -1.598 0.036 -1.366
H 1.737 0.356 1.507
H -1.235 -1.218 -3.429
H -0.241 1.524 0.060



A) is the most stable structure; the next one sits 0.189 eV above it.



A) Here is one molecule with the formula C4H7ClN2 from OMol25. Energies are from ωB97M-V with the def2-TZVPD basis set.

Values from the calculation:
SMILES ... C=NN1CC(Cl)C1
Multiplicity ... 1
Kohn-Sham gap ... 9.95 eV
Lowest unoccupied orbital energy ... 0.96 eV
Total charge ... 0

Element x y z (Å)
Cl 1.030 -1.407 -2.457
N -1.240 0.450 1.120
N -0.092 -0.118 0.719
C 1.053 -0.933 -0.743
C -1.414 1.696 1.032
C 0.688 0.486 -0.354
C -0.062 -1.453 0.115
H -0.955 -1.683 -0.486
H 0.171 0.946 -1.151
H 1.539 1.135 -0.125
H 2.047 -1.180 -0.390
H -2.367 1.991 1.342
H 0.268 -2.341 0.749
H -0.666 2.412 0.629



B) Here is one molecule with the formula C4H7ClN2 from OMol25. Energies are from ωB97M-V with the def2-TZVPD basis set.

Values from the calculation:
Multiplicity ... 1
Kohn-Sham gap ... 9.36 eV
Lowest unoccupied orbital energy ... 0.96 eV
Total charge ... 0

Element x y z (Å)
Cl 0.820 -0.595 -1.911
N 2.575 0.855 0.622
N 2.154 -0.054 1.298
C 2.689 1.727 -0.123
C 0.883 -0.693 0.859
C 0.177 0.136 -0.306
C -1.338 -0.124 -0.410
H -1.723 -0.927 0.226
H 0.495 1.213 -0.231
H 0.337 -0.867 1.692
H -1.848 0.799 -0.001
H 3.350 2.257 -0.869
H -1.807 -0.275 -1.351
H 1.157 -1.748 0.502



A) is the most stable structure; the next one sits 1.744 eV above it.



A) Here is a 2-piece molecular cluster, C4H7ClN2 overall from OMol25. Energies are from ωB97M-V with the def2-TZVPD basis set.

Values from the calculation:
Multiplicity ... 1
Kohn-Sham gap (spin up / spin down) ... 11.07 / 6.00 eV
Lowest unoccupied orbital energy (spin up / spin down) ... 0.14 / -2.76 eV
Total charge ... 0

Element x y z (Å)
Cl 2.421 -1.335 -0.918
N -0.379 -0.748 2.235
N 1.441 0.272 1.050
C -1.605 -1.960 -1.788
C 2.648 -0.196 0.479
C 3.466 0.955 -0.069
C 0.444 -0.362 1.519
H -1.418 -1.167 -2.551
H -2.575 -2.116 -1.290
H 3.624 1.562 0.863
H 4.300 0.488 -0.589
H 3.196 -0.785 1.164
H 3.044 1.706 -0.791
H -0.795 -2.656 -1.559



B) Here is one molecule with the formula C4H7ClN2 from OMol25. Energies are from ωB97M-V with the def2-TZVPD basis set.

Values from the calculation:
Multiplicity ... 1
Kohn-Sham gap (spin up / spin down) ... 8.87 / 8.87 eV
Lowest unoccupied orbital energy (spin up / spin down) ... 0.65 / 0.65 eV
Total charge ... 0

Element x y z (Å)
Cl 0.383 -0.223 -3.256
N 1.330 -0.454 0.183
N -0.878 -0.934 -1.221
C -1.135 -0.610 -0.024
C 0.020 -0.118 0.829
C -0.167 -1.315 -2.156
C -0.079 1.380 1.008
H -2.145 -0.542 0.257
H -0.169 2.055 0.076
H 1.437 -0.052 -0.715
H -0.991 1.458 1.614
H 0.074 -0.809 1.637
H 1.523 -1.453 0.168
H 0.796 1.618 1.600



B) is the most stable structure; the next one sits 1.674 eV above it.